Density functional theory data (ωB97M-V with the def2-TZVPD basis set) for the molecule C3H10N4 at a distorted geometry.

Last column: natural (NBO) charge in e.
Atoms and positions in Å:
C1 1.137 0.495 -0.395  0.19
C2 1.855 -0.760 -0.837  -0.67
N1 0.953 0.600 0.970  -0.92
C3 -1.060 -0.192 0.454  0.64
N2 -1.983 0.698 1.054  -0.88
N3 -0.572 0.311 -0.895  -0.71
N4 -1.137 -1.474 0.455  -0.75
H1 0.859 1.578 1.244  0.32
H2 1.399 1.385 -0.979  0.16
H3 -1.571 1.441 1.598  0.39
H4 -2.708 0.210 1.563  0.38
H5 -0.659 -0.415 -1.605  0.41
H6 -1.039 1.171 -1.164  0.40
H7 -1.553 -1.828 1.310  0.34
H8 1.272 -1.622 -0.505  0.24
H9 2.826 -0.803 -0.347  0.24
H10 1.981 -0.796 -1.922  0.20

The total energy comes out at -9231.0567 eV. As for the total charge: 0. As for the HOMO-LUMO gap: 8.58 eV.

Density functional theory data (ωB97M-V with the def2-TZVPD basis set) for a 2-piece molecular cluster, C2H5O2S2 overall at a distorted geometry.

Last column: natural (NBO) charge in e.
Atoms and positions in Å:
C1 -0.653 1.098 -0.761  -0.78
S1 -0.173 0.504 -2.370  0.07
S2 -0.789 -1.547 -2.076  -0.18
H1 -1.717 0.956 -0.569  0.21
H2 0.000 0.679 0.013  0.31
H3 -0.567 2.194 -0.820  0.20
H4 0.486 -1.902 -1.916  0.14
O1 -0.331 -0.290 2.470  -0.78
C2 0.839 -0.495 2.124  0.63
O2 1.477 0.051 1.186  -0.81
H5 1.428 -1.247 2.719  -0.01

The total energy comes out at -27921.9030 eV. As for the total charge: -1. As for the HOMO-LUMO gap: 7.29 eV.

Density functional theory data (ωB97M-V with the def2-TZVPD basis set) for C13H8F5N5O2RhS3 as an isolated structure at a distorted geometry.

Last column: natural (NBO) charge in e.
Atoms and positions in Å:
Rh1 -0.171 -0.071 -0.777  0.58
N1 1.399 2.127 -0.617  -0.65
N2 1.082 3.277 -1.358  -0.45
C1 -0.103 3.263 -2.063  0.28
N3 -0.628 4.503 -2.373  -0.80
S1 -0.859 1.861 -2.560  -0.11
H1 1.107 2.208 0.358  0.39
H2 2.398 1.947 -0.687  0.37
H3 1.272 4.167 -0.898  0.36
H4 0.033 5.259 -2.488  0.38
H5 -1.335 4.463 -3.091  0.41
S2 -0.073 -2.861 -0.134  -0.07
C2 -1.409 -3.480 -1.001  -0.33
C3 -1.671 -4.837 -0.897  0.27
N4 -1.861 -5.975 -0.797  -0.35
C4 -2.227 -2.658 -1.839  -0.31
S3 -1.902 -1.009 -2.163  -0.19
C5 -3.314 -3.209 -2.497  0.27
N5 -4.221 -3.661 -3.058  -0.35
C6 -2.976 0.032 2.204  -0.26
O1 -2.142 -0.333 1.104  -0.52
C7 -1.357 0.601 0.609  0.77
O2 -1.314 1.759 0.950  -0.69
H6 -3.619 -0.824 2.396  0.20
H7 -3.561 0.917 1.943  0.19
H8 -2.358 0.247 3.077  0.19
F1 2.378 -0.896 -1.317  -0.33
C8 2.442 -0.817 0.041  0.28
C9 1.271 -0.417 0.687  -0.35
C10 1.361 -0.292 2.065  0.33
F2 0.299 0.132 2.784  -0.33
C11 2.542 -0.536 2.765  0.25
F3 2.602 -0.335 4.097  -0.31
C12 3.685 -0.929 2.078  0.25
F4 4.838 -1.138 2.745  -0.30
C13 3.637 -1.076 0.695  0.25
F5 4.753 -1.409 0.017  -0.31

The total energy comes out at -74256.3775 eV. As for the total charge: -1. As for the HOMO-LUMO gap (spin up / spin down): 5.90 / 5.73 eV.

Density functional theory data (ωB97M-V with the def2-TZVPD basis set) for C16H18N3O2ReS2 as an isolated structure.

Last column: natural (NBO) charge in e.
Atoms and positions in Å:
Re1 0.038 -1.273 -1.246  1.07
C1 -0.736 1.590 -2.203  -0.41
N1 0.157 0.992 -1.157  -0.49
C2 -0.324 1.361 0.206  -0.24
C3 0.321 0.424 1.193  -0.24
N2 -0.114 -0.977 0.878  -0.43
C4 0.822 -1.955 1.516  -0.42
C5 -1.488 -1.166 1.408  0.18
C6 -1.721 -1.212 2.775  -0.25
C7 -3.015 -1.385 3.242  -0.19
C8 -4.072 -1.495 2.347  -0.18
C9 -3.837 -1.427 0.986  -0.19
C10 -2.537 -1.267 0.514  -0.25
S1 -2.214 -1.187 -1.227  0.10
C11 1.503 1.573 -1.368  0.18
C12 1.693 2.951 -1.315  -0.25
C13 2.952 3.484 -1.525  -0.20
C14 4.027 2.643 -1.794  -0.18
C15 3.840 1.276 -1.841  -0.19
C16 2.572 0.735 -1.623  -0.23
S2 2.330 -0.998 -1.701  -0.04
H1 -0.710 2.675 -2.140  0.21
H2 -1.753 1.244 -2.056  0.23
H3 -0.379 1.275 -3.182  0.23
H4 -1.409 1.250 0.231  0.23
H5 -0.076 2.397 0.434  0.23
H6 0.030 0.672 2.214  0.23
H7 1.409 0.470 1.114  0.24
H8 0.892 -1.772 2.587  0.21
H9 1.803 -1.840 1.062  0.24
H10 0.447 -2.960 1.340  0.23
H11 -0.911 -1.115 3.486  0.23
H12 -3.194 -1.434 4.307  0.24
H13 -5.081 -1.628 2.713  0.24
H14 -4.652 -1.505 0.278  0.24
H15 0.866 3.621 -1.123  0.22
H16 3.092 4.555 -1.485  0.23
H17 5.011 3.057 -1.962  0.24
H18 4.667 0.612 -2.050  0.24
O1 -0.249 -4.761 -0.488  -0.17
N3 -0.216 -4.464 -1.588  0.50
O2 0.217 -3.034 -1.761  -0.64

Its multiplicity is 2. The total energy comes out at -49241.4860 eV. As for the total charge: +1. As for the HOMO-LUMO gap (spin up / spin down): 5.99 / 6.43 eV.

Density functional theory data (ωB97M-V with the def2-TZVPD basis set) for the molecule C20H21ClN4O3S at a distorted geometry.

Last column: natural (NBO) charge in e.
Atoms and positions in Å:
C1 0.933 -2.740 -2.691  -0.62
C2 1.258 -2.674 -1.200  -0.06
N1 0.047 -2.366 -0.442  -0.61
C3 -0.505 -1.138 -0.423  0.65
O1 -0.063 -0.174 -1.011  -0.60
C4 -1.777 -1.040 0.378  -0.09
C5 -2.867 -0.420 -0.225  -0.17
C6 -4.047 -0.254 0.468  -0.34
S1 -5.404 0.643 -0.304  2.33
O2 -5.365 0.409 -1.714  -0.93
O3 -6.603 0.349 0.421  -0.94
N2 -5.036 2.246 -0.041  -0.66
C7 -3.919 2.752 -0.798  -0.43
C8 -5.102 2.660 1.337  -0.43
C9 -4.172 -0.686 1.776  -0.16
C10 -3.095 -1.293 2.398  -0.23
C11 -1.906 -1.463 1.700  -0.03
Cl1 -0.572 -2.182 2.529  0.02
C12 2.335 -1.675 -0.829  -0.04
C13 2.695 -1.576 0.512  -0.19
C14 3.653 -0.676 0.931  -0.21
C15 4.287 0.145 0.003  0.15
N3 5.266 1.054 0.417  -0.35
C16 5.545 2.278 -0.136  -0.10
C17 6.578 2.794 0.587  -0.09
N4 6.952 1.918 1.558  -0.45
C18 6.155 0.899 1.438  0.17
C19 3.939 0.045 -1.340  -0.24
C20 2.970 -0.853 -1.747  -0.12
H1 1.814 -3.026 -3.259  0.22
H2 0.155 -3.481 -2.862  0.22
H3 0.574 -1.774 -3.034  0.23
H4 1.586 -3.665 -0.862  0.21
H5 -0.424 -3.122 0.028  0.41
H6 -2.791 -0.081 -1.246  0.26
H7 -3.981 2.324 -1.794  0.24
H8 -2.954 2.492 -0.344  0.19
H9 -3.996 3.838 -0.868  0.21
H10 -4.195 2.392 1.895  0.18
H11 -5.240 3.740 1.382  0.21
H12 -5.964 2.169 1.782  0.24
H13 -5.112 -0.550 2.285  0.25
H14 -3.168 -1.632 3.419  0.24
H15 2.207 -2.205 1.242  0.21
H16 3.901 -0.598 1.978  0.22
H17 4.977 2.680 -0.949  0.22
H18 7.077 3.735 0.471  0.21
H19 6.201 0.016 2.044  0.20
H20 4.433 0.667 -2.070  0.22
H21 2.715 -0.898 -2.792  0.21

The total energy comes out at -56541.6299 eV. As for the total charge: 0. As for the HOMO-LUMO gap: 8.80 eV.

Density functional theory data (ωB97M-V with the def2-TZVPD basis set) for the molecule C3H5N3O at a distorted geometry.

Last column: natural (NBO) charge in e.
Atoms and positions in Å:
C1 1.583 -0.151 0.474  -0.30
N1 -1.966 -0.700 -0.038  -0.62
C2 0.591 -0.877 -0.326  0.30
N2 -0.643 -0.387 -0.196  -0.36
N3 1.281 1.116 -0.259  -0.62
C3 -0.002 1.325 -0.224  0.79
O1 -0.806 2.202 -0.234  -0.54
H1 -2.297 -0.366 0.864  0.36
H2 -2.518 -0.112 -0.667  0.37
H3 1.346 -0.108 1.541  0.21
H4 2.605 -0.464 0.273  0.22
H5 0.825 -1.478 -1.207  0.20

The total energy comes out at -9705.2833 eV. As for the total charge: 0. As for the HOMO-LUMO gap: 8.02 eV.